1.
{"formula": "C21H37CeN4O14P2S4Si", "method": "wB97M-V/def2-TZVPD", "species": ["Ce", "O", "P", "O", "O", "O", "P", "O", "O", "O", "H", "H", "N", "N", "C", "O", "O", "H", "H", "H", "O", "O", "S", "C", "S", "C", "N", "N", "C", "C", "C", "C", "C", "C", "S", "H", "H", "H", "H", "H", "C", "C", "C", "C", "O", "Si", "S", "O", "C", "C", "C", "C", "O", "C", "C", "C", "C", "H", "H", "H", "H", "H", "H", "H", "H", "H", "H", "H", "H", "H", "H", "H", "H", "H", "H", "H", "H", "H", "H", "H", "H", "H", "H", "H"], "coordinates": [[1.391, 0.585, -1.549], [2.017, -4.095, -1.232], [1.836, -2.609, -1.799], [1.036, -2.578, -3.172], [1.245, -1.638, -0.798], [3.307, -2.109, -2.005], [4.294, -0.919, -2.420], [2.274, -0.353, -3.867], [3.685, 0.233, -1.561], [3.806, -0.624, -3.996], [1.175, -4.621, -1.354], [1.793, -1.360, -3.631], [2.734, 2.858, -0.965], [2.122, 3.951, -1.733], [1.562, 3.582, -2.982], [1.529, 4.429, -3.856], [1.154, 2.375, -3.025], [2.588, 3.077, 0.032], [3.738, 2.728, -1.142], [2.755, 4.775, -1.767], [-0.006, 1.324, -0.113], [1.023, 1.027, 0.822], [0.502, -2.547, -7.711], [-0.565, -1.725, -6.728], [-0.910, -2.266, -5.135], [-1.390, -0.600, -4.619], [-1.332, 0.232, -5.640], [-0.993, -0.404, -6.838], [-1.225, 0.357, -8.011], [-1.417, 1.722, -7.864], [-1.580, 2.529, -8.982], [-1.485, 1.984, -10.262], [-1.450, 0.576, -10.393], [-1.343, -0.249, -9.268], [-1.726, -0.291, -2.973], [-1.328, 2.092, -6.866], [-1.918, 3.569, -8.799], [-1.362, 2.673, -11.132], [-1.345, 0.142, -11.387], [-1.190, -1.322, -9.319], [3.189, 0.262, 5.021], [2.039, -0.690, 5.256], [2.594, -2.131, 5.276], [1.279, -0.387, 6.515], [1.013, -0.728, 4.124], [-0.214, 0.148, 3.554], [0.480, 1.999, 2.585], [-1.088, -0.691, 2.481], [-1.540, -2.004, 2.048], [-2.079, -1.964, 0.606], [-0.376, -2.995, 2.068], [-2.715, -2.367, 2.907], [-1.232, 0.638, 4.745], [-2.196, 1.633, 5.196], [-3.346, 1.562, 4.174], [-2.561, 1.101, 6.542], [-1.517, 2.998, 5.235], [3.984, -0.010, 5.761], [2.860, 1.297, 5.248], [3.611, 0.181, 3.995], [3.097, -2.387, 6.256], [3.330, -2.392, 4.482], [1.845, -2.913, 5.117], [1.923, -0.442, 7.414], [0.494, -1.139, 6.603], [0.944, 0.649, 6.416], [-1.367, -2.009, -0.218], [-2.738, -1.077, 0.466], [-2.632, -2.887, 0.483], [0.389, -2.704, 1.386], [-0.732, -4.022, 1.900], [0.063, -3.060, 3.084], [-3.485, -1.629, 2.770], [-2.272, -2.464, 3.925], [-3.122, -3.355, 2.623], [-3.779, 0.559, 4.225], [-2.973, 1.741, 3.160], [-4.169, 2.311, 4.381], [-2.997, 0.100, 6.422], [-3.337, 1.739, 6.988], [-1.623, 1.004, 7.179], [-1.272, 3.254, 4.192], [-0.570, 2.972, 5.832], [-2.200, 3.781, 5.618]], "forces_ev_per_a": [[-0.165, 1.392, -1.515], [-1.267, -0.099, -0.194], [-2.269, -0.030, -3.321], [2.826, 0.023, 3.413], [-0.105, 0.440, 0.416], [-0.288, -2.509, 0.164], [1.856, 1.173, -0.893], [0.524, -1.834, 0.694], [-1.211, 0.516, 0.002], [-2.536, 0.045, 1.533], [1.299, 0.869, 0.070], [0.659, 1.259, -1.282], [-0.980, 0.682, 0.046], [1.865, 0.040, 1.344], [0.676, 0.820, -0.373], [-0.232, -0.174, 0.232], [-0.224, -1.722, 0.741], [0.155, -0.212, -0.654], [-0.570, 0.144, -0.128], [-0.881, -0.900, -0.310], [0.359, -0.232, -0.117], [-1.051, 1.414, 2.992], [-0.534, -0.180, -0.440], [0.497, 1.340, 0.121], [-0.533, 0.776, 0.077], [0.847, -0.168, -1.936], [-0.575, -1.067, 0.971], [-0.052, -0.989, 0.928], [-0.048, -0.367, -0.318], [0.324, -0.153, -0.411], [-0.652, 0.387, 0.294], [-0.050, -0.188, -0.348], [0.785, 0.638, 0.073], [0.403, 0.494, 0.172], [0.584, 0.416, 0.484], [-0.314, 0.505, 0.306], [0.858, -0.543, -0.381], [-0.548, -0.840, 0.655], [-0.225, 0.025, 0.229], [-0.199, 0.184, -0.310], [0.253, 0.529, 0.044], [-0.465, -1.728, -1.402], [0.740, -1.128, 0.306], [0.477, 0.135, 0.344], [1.512, 0.254, 1.137], [-1.422, -0.287, -0.193], [0.799, -1.750, -2.657], [0.370, 0.121, -0.285], [0.637, 0.092, -1.537], [-0.131, 0.839, -0.134], [-0.637, -0.495, 2.011], [1.015, -1.335, 1.074], [1.090, 0.259, -0.182], [0.643, -0.740, -1.282], [-0.694, 0.839, 0.559], [0.082, -0.182, 1.111], [0.273, 0.145, -0.118], [-0.562, 0.273, -0.628], [0.343, -0.401, -0.385], [-0.379, 0.107, 0.717], [-0.493, 0.551, -0.888], [-0.297, 0.799, 0.353], [-0.398, 0.439, 0.260], [-0.149, -0.044, -0.496], [-0.287, 0.461, 0.173], [-0.555, -0.252, 0.304], [0.412, 0.501, 0.317], [0.331, -0.692, -0.001], [-0.527, -0.069, -0.026], [0.490, 0.139, -0.631], [0.000, 0.312, -0.461], [-0.084, 0.286, -0.360], [-0.302, 0.366, 0.438], [-1.002, 0.312, -0.197], [0.232, 0.454, 0.109], [0.019, 0.113, -0.128], [-0.015, -0.033, 0.186], [0.904, -0.722, -0.100], [0.179, 0.188, 0.080], [0.367, -0.088, 0.263], [-1.320, 0.301, -0.601], [0.032, 0.153, 0.326], [-0.867, 0.007, -0.371], [0.380, -0.407, -0.076]], "gap_ev": 4.12, "total_charge": -1}



2.
{"formula": "C47H36N4O2PTi", "method": "wB97M-V/def2-TZVPD", "species": ["Ti", "C", "C", "C", "C", "C", "C", "N", "C", "C", "C", "C", "C", "C", "N", "N", "C", "C", "C", "C", "C", "N", "H", "H", "H", "H", "H", "H", "H", "H", "H", "H", "H", "H", "H", "C", "C", "O", "C", "C", "C", "C", "C", "C", "O", "H", "H", "H", "H", "H", "H", "H", "C", "C", "C", "C", "C", "C", "P", "C", "C", "C", "C", "C", "C", "C", "C", "C", "C", "C", "C", "C", "C", "C", "C", "H", "H", "H", "H", "H", "H", "H", "H", "H", "H", "H", "H", "H", "H", "H", "H"], "coordinates": [[0.200, -0.417, 0.294], [1.553, -2.659, 5.311], [0.905, -3.357, 4.302], [0.239, -2.672, 3.292], [0.228, -1.283, 3.278], [0.871, -0.586, 4.300], [1.526, -1.269, 5.312], [-0.437, -0.577, 2.241], [-1.726, -0.164, 2.530], [-2.332, -0.113, 3.790], [-3.659, 0.274, 3.900], [-4.419, 0.598, 2.778], [-3.839, 0.531, 1.521], [-2.502, 0.175, 1.416], [-1.822, -0.046, 0.210], [-2.558, -0.025, -0.880], [-1.815, -0.324, -1.969], [-2.454, -0.450, -3.221], [-1.721, -0.839, -4.305], [-0.349, -1.095, -4.152], [0.212, -0.920, -2.913], [-0.483, -0.524, -1.830], [2.073, -3.195, 6.095], [0.909, -4.440, 4.301], [-0.285, -3.205, 2.511], [0.853, 0.498, 4.283], [2.025, -0.716, 6.097], [-1.769, -0.388, 4.671], [-4.113, 0.311, 4.883], [-5.456, 0.885, 2.884], [-4.405, 0.740, 0.623], [-3.516, -0.258, -3.272], [-2.199, -0.960, -5.269], [0.268, -1.409, -4.980], [1.272, -1.060, -2.765], [4.276, -1.159, -1.023], [2.866, -1.528, -0.671], [2.026, -0.615, -0.711], [2.492, -2.893, -0.349], [3.436, -3.931, -0.493], [3.075, -5.247, -0.358], [1.735, -5.559, -0.087], [0.791, -4.575, 0.073], [1.156, -3.219, -0.017], [0.236, -2.313, 0.213], [4.340, -0.074, -1.066], [4.549, -1.577, -1.994], [4.977, -1.546, -0.284], [4.462, -3.683, -0.730], [3.809, -6.033, -0.470], [1.436, -6.596, 0.001], [-0.243, -4.805, 0.292], [-3.120, 5.280, -2.147], [-3.537, 4.105, -1.540], [-2.597, 3.228, -1.016], [-1.237, 3.526, -1.098], [-0.824, 4.709, -1.707], [-1.765, 5.581, -2.230], [-0.080, 2.353, -0.353], [1.379, 2.526, -1.468], [1.191, 2.185, -2.808], [2.242, 2.236, -3.709], [3.504, 2.632, -3.284], [3.698, 2.986, -1.956], [2.642, 2.935, -1.054], [0.543, 3.048, 1.186], [0.252, 4.296, 1.661], [0.921, 4.785, 2.806], [1.902, 4.039, 3.389], [2.217, 2.738, 2.914], [3.274, 1.979, 3.481], [3.533, 0.730, 3.005], [2.709, 0.163, 2.000], [1.658, 0.831, 1.427], [1.465, 2.189, 1.851], [-3.850, 5.965, -2.559], [-4.590, 3.866, -1.476], [-2.917, 2.302, -0.552], [0.232, 4.943, -1.776], [-1.441, 6.499, -2.704], [0.210, 1.877, -3.154], [2.074, 1.966, -4.744], [4.328, 2.672, -3.985], [4.673, 3.311, -1.616], [2.814, 3.211, -0.022], [-0.463, 4.926, 1.145], [0.679, 5.768, 3.190], [2.462, 4.432, 4.230], [3.867, 2.411, 4.278], [4.341, 0.144, 3.426], [2.905, -0.880, 1.754]], "forces_ev_per_a": [[-0.193, 0.868, 0.750], [-0.005, 0.007, -0.012], [-0.012, 0.016, -0.013], [0.024, -0.069, 0.000], [0.180, 0.308, -0.014], [-0.020, -0.044, 0.048], [-0.007, -0.016, -0.011], [-0.599, -0.009, -0.381], [0.293, -0.109, 0.082], [-0.027, 0.042, 0.000], [0.039, -0.013, 0.043], [0.052, 0.011, -0.067], [-0.106, 0.198, 0.149], [0.064, -0.309, -0.642], [-0.568, -0.117, 0.491], [0.219, -0.035, -0.228], [-0.235, 0.106, 0.075], [0.015, 0.019, -0.016], [-0.014, -0.015, -0.036], [-0.003, 0.027, -0.013], [0.018, 0.155, 0.091], [-0.072, -0.139, 0.034], [-0.006, 0.007, 0.006], [0.005, 0.003, 0.000], [0.012, 0.001, -0.012], [0.014, -0.010, -0.003], [0.000, -0.003, 0.001], [-0.014, -0.006, 0.011], [-0.005, 0.005, -0.004], [-0.001, -0.001, 0.002], [-0.004, -0.030, 0.002], [0.005, 0.008, 0.000], [0.020, 0.008, -0.006], [-0.012, -0.007, -0.005], [0.001, -0.045, -0.017], [0.043, -0.028, -0.097], [-0.173, -0.133, 0.057], [0.039, 0.004, 0.003], [0.281, 0.028, -0.086], [-0.023, -0.059, 0.003], [-0.008, 0.044, 0.006], [-0.061, -0.045, 0.008], [0.152, -0.066, 0.068], [-0.301, 0.304, -0.084], [0.562, -0.486, -0.008], [0.004, 0.002, -0.009], [-0.002, -0.007, 0.010], [-0.009, 0.016, 0.010], [-0.007, 0.001, -0.003], [-0.001, -0.002, -0.004], [0.014, 0.002, 0.003], [-0.003, -0.003, 0.000], [-0.016, 0.001, -0.012], [0.066, -0.007, 0.007], [-0.047, 0.070, 0.017], [-0.315, -0.047, 0.248], [-0.003, -0.003, -0.011], [0.010, 0.012, -0.011], [1.181, -0.632, -0.318], [-0.146, 0.164, -0.023], [-0.016, -0.015, -0.028], [0.005, -0.014, 0.005], [-0.007, -0.003, 0.005], [-0.027, -0.014, 0.003], [0.009, -0.022, 0.019], [-0.279, 0.051, 0.081], [0.107, 0.129, 0.038], [-0.049, -0.007, -0.091], [0.032, -0.056, -0.017], [0.107, 0.088, 0.169], [-0.050, 0.049, -0.039], [-0.018, -0.026, -0.054], [0.096, -0.056, 0.068], [-0.110, 0.004, -0.161], [-0.060, -0.114, -0.027], [0.005, 0.003, 0.000], [-0.005, 0.008, 0.000], [-0.004, 0.077, -0.031], [-0.004, -0.009, -0.002], [-0.007, 0.001, 0.001], [-0.006, 0.015, 0.009], [0.004, 0.003, 0.002], [-0.002, 0.005, 0.003], [0.002, -0.008, -0.004], [0.005, 0.010, 0.004], [0.001, -0.011, 0.000], [-0.003, 0.000, -0.004], [-0.002, -0.012, 0.005], [-0.010, -0.001, 0.006], [-0.010, -0.018, -0.013], [0.004, 0.006, -0.025]], "spin_multiplicity": 2, "s2": 0.771, "gap_ev": [5.96, 6.18], "total_charge": 0}



For the records above, the corresponding energy relative to the best compared isomer or geometry (same formula, charge and spin) values read 66.70 29.94 kJ/mol.